(1)
Below is a 6-piece molecular cluster, C17H37N2O5 overall at a distorted geometry, with properties calculated with ωB97M-V/def2-TZVPD.

Bonds (Å) are listed after each position.
Positions of all 61 atoms, in Å:
1 N -0.4250 0.2932 -0.8966  C2 1.539, H5 1.057
2 C -1.6763 0.7873 -1.6447  N1 1.539, C3 1.639, H6 1.177, H7 1.172
3 C -2.8893 -0.2448 -1.2567  C2 1.639, N4 1.513, H8 1.181, H9 1.192
4 N -4.2816 0.2447 -1.5898  C3 1.513, H10 1.054, H11 1.043
5 H 0.2579 -0.0046 -1.6467  N1 1.057
6 H -1.4707 0.6640 -2.7969  C2 1.177
7 H -1.9037 1.9187 -1.4410  C2 1.172
8 H -2.8328 -0.5316 -0.1120  C3 1.181
9 H -2.7278 -1.2518 -1.8745  C3 1.192
10 H -4.4496 -0.0014 -2.6003  N4 1.054
11 H -4.4113 1.2650 -1.4136  N4 1.043
12 C -4.2468 2.6102 -4.7810  C13 1.505, H16 1.095, H17 1.093, H18 1.093
13 C -3.4861 1.4252 -5.3129  C12 1.505, O14 1.230, C15 1.505
14 O -3.5593 0.3236 -4.7706  C13 1.230
15 C -2.6322 1.6399 -6.5338  C13 1.505, H19 1.093, H20 1.093, H21 1.095
16 H -4.8194 2.3073 -3.8980  C12 1.095
17 H -3.5491 3.4000 -4.4914  C12 1.093
18 H -4.9423 2.9764 -5.5404  C12 1.093
19 H -1.8625 2.3865 -6.3222  C15 1.093
20 H -3.2558 1.9628 -7.3712  C15 1.093
21 H -2.1424 0.6984 -6.8041  C15 1.095
22 C 3.4380 -0.2250 -0.3886  C23 1.505, H26 1.095, H27 1.093, H28 1.093
23 C 3.6487 -1.4905 -1.1760  C22 1.505, O24 1.230, C25 1.505
24 O 3.2285 -1.6042 -2.3265  C23 1.230
25 C 4.3932 -2.6116 -0.5017  C23 1.505, H29 1.093, H30 1.093, H31 1.095
26 H 2.8864 0.4959 -1.0012  C22 1.095
27 H 2.8542 -0.4395 0.5101  C22 1.093
28 H 4.4038 0.2105 -0.1201  C22 1.093
29 H 3.8519 -2.9324 0.3920  C25 1.093
30 H 5.4015 -2.2823 -0.2382  C25 1.093
31 H 4.4702 -3.4610 -1.1887  C25 1.095
32 C 0.5988 -0.0197 4.7292  C33 1.505, H36 1.095, H37 1.093, H38 1.093
33 C 0.7320 0.1244 3.2368  C32 1.505, O34 1.230, C35 1.505
34 O 1.6859 -0.3614 2.6309  C33 1.230
35 C -0.3468 0.8857 2.5141  C33 1.505, H39 1.093, H40 1.093, H41 1.095
36 H 1.4488 -0.5920 5.1158  C32 1.095
37 H 0.5988 0.9670 5.1991  C32 1.093
38 H -0.3225 -0.5560 4.9699  C32 1.093
39 H -0.3890 1.9128 2.8854  C35 1.093
40 H -1.3103 0.3898 2.6561  C35 1.093
41 H -0.1191 0.9092 1.4431  C35 1.095
42 C 0.9470 5.0740 6.4908  C43 1.505, H46 1.095, H47 1.093, H48 1.093
43 C 0.2554 3.7445 6.3500  C42 1.505, O44 1.230, C45 1.505
44 O 0.2507 3.1372 5.2803  C43 1.230
45 C -0.4304 3.1865 7.5683  C43 1.505, H49 1.093, H50 1.093, H51 1.095
46 H 1.3975 5.3520 5.5321  C42 1.095
47 H 0.2221 5.8419 6.7724  C42 1.093
48 H 1.7380 5.0036 7.2418  C42 1.093
49 H -1.2167 3.8704 7.8979  C45 1.093
50 H 0.2992 3.0321 8.3673  C45 1.093
51 H -0.8862 2.2225 7.3186  C45 1.095
52 C 1.7133 -6.5612 -2.4542  C53 1.505, H56 1.095, H57 1.093, H58 1.093
53 C 2.1228 -5.1783 -2.0233  C52 1.505, O54 1.230, C55 1.505
54 O 2.8571 -5.0033 -1.0521  C53 1.230
55 C 1.5994 -4.0177 -2.8264  C53 1.505, H59 1.093, H60 1.093, H61 1.095
56 H 2.1655 -7.2992 -1.7832  C52 1.095
57 H 0.6261 -6.6601 -2.4013  C52 1.093
58 H 2.0638 -6.7523 -3.4716  C52 1.093
59 H 0.5071 -4.0033 -2.7900  C55 1.093
60 H 1.9448 -4.0956 -3.8604  C55 1.093
61 H 1.9767 -3.0820 -2.4003  C55 1.095

Values from the calculation:
Orbital gap in eV: 3.58
Multiplicity: 1
E_HOMO in Eh: -0.0479
Total charge: -1


(2)
Below is a 6-piece molecular cluster, C17H38N2O16S2 overall at a distorted geometry, with properties calculated with ωB97M-V/def2-TZVPD.

Bonds (Å) are listed after each position.
Positions of all 75 atoms, in Å:
1 C 0.7612 3.5774 -0.1643  N2 1.560, H8 1.018, H9 1.144, H10 1.090
2 N 0.5179 4.4291 1.1201  C1 1.560, C3 1.520, C4 1.471, C5 1.433
3 C 1.8510 4.5804 1.8339  N2 1.520, H11 0.990, H12 1.143, H13 0.987
4 C 0.0489 5.7793 0.7733  N2 1.471, H14 1.031, H15 1.155, H16 1.133
5 C -0.5235 3.8328 1.9026  N2 1.433, C6 1.605, H17 1.067, H18 1.165
6 C -0.1793 2.4260 2.5933  C5 1.605, O7 1.380, H19 1.064, H20 1.143
7 O -1.3857 2.0679 3.1607  C6 1.380, H21 0.992
8 H -0.0586 3.2958 -0.6979  C1 1.018
9 H 0.7996 2.5186 0.2682  C1 1.144
10 H 1.6542 3.8568 -0.7238  C1 1.090
11 H 2.3756 5.3056 1.4097  C3 0.990
12 H 2.4771 3.6964 2.1987  C3 1.143
13 H 1.7517 5.0392 2.7021  C3 0.987
14 H -0.9063 5.7432 0.3879  C4 1.031
15 H 0.7468 6.5208 0.2290  C4 1.155
16 H -0.3100 6.2506 1.7394  C4 1.133
17 H -1.5281 3.8665 1.5435  C5 1.067
18 H -0.7505 4.3441 2.9244  C5 1.165
19 H 0.5988 2.5559 3.3067  C6 1.064
20 H 0.1447 1.5985 1.8750  C6 1.143
21 H -1.9299 1.5717 2.4958  O7 0.992
22 N -1.9444 0.6649 0.2088  O23 1.254, O24 1.250, O25 1.251
23 O -2.4469 1.7960 0.0066  N22 1.254
24 O -1.1578 0.1619 -0.6229  N22 1.250
25 O -2.2160 0.0668 1.2730  N22 1.251
26 O 2.9189 -1.6176 3.4369  S27 1.447
27 S 2.1333 -1.7321 2.2275  O26 1.447, O28 1.449, O29 1.630, C32 1.822
28 O 2.2891 -0.8529 1.0860  S27 1.449
29 O 2.1709 -3.2810 1.7219  S27 1.630, C30 1.446
30 C 2.9802 -3.6687 0.5875  O29 1.446, C31 1.460, H33 1.171, H34 1.092
31 C 2.7619 -5.0952 0.3694  C30 1.460, H35 1.042, H36 1.032, H37 1.007
32 C 0.4398 -1.6571 2.8942  S27 1.822, H38 1.001, H39 1.036, H40 0.928
33 H 4.1097 -3.4873 0.8383  C30 1.171
34 H 2.7582 -3.2188 -0.3825  C30 1.092
35 H 3.3956 -5.6326 -0.2591  C31 1.042
36 H 1.8158 -5.1652 -0.0371  C31 1.032
37 H 2.6599 -5.5458 1.2638  C31 1.007
38 H -0.1638 -1.4991 2.1112  C32 1.001
39 H 0.5749 -0.7813 3.4315  C32 1.036
40 H 0.0703 -2.4115 3.2895  C32 0.928
41 O 0.3514 -1.7677 -3.5008  S42 1.457
42 S 1.7493 -1.4028 -3.3126  O41 1.457, O43 1.416, O44 1.672, C47 1.737
43 O 2.5674 -2.4252 -2.7743  S42 1.416
44 O 2.4948 -1.0845 -4.7745  S42 1.672, C45 1.393
45 C 3.6774 -1.7191 -5.1491  O44 1.393, C46 1.549, H48 1.111, H49 1.134
46 C 4.3282 -0.9792 -6.3444  C45 1.549, H50 1.074, H51 1.086, H52 1.203
47 C 2.1143 0.0846 -2.4938  S42 1.737, H53 1.031, H54 1.107, H55 0.899
48 H 3.9101 -2.8048 -5.1015  C45 1.111
49 H 4.3185 -1.5718 -4.2256  C45 1.134
50 H 4.8092 -0.0693 -6.0359  C46 1.074
51 H 3.6490 -0.5769 -7.0906  C46 1.086
52 H 4.9464 -1.7019 -7.0809  C46 1.203
53 H 1.4404 0.1150 -1.7143  C47 1.031
54 H 1.6687 1.0596 -2.7679  C47 1.107
55 H 2.9000 0.1593 -2.0636  C47 0.899
56 C -2.2514 -3.0595 -1.4769  C57 1.561, O61 1.419, H62 0.984, H63 1.129
57 C -1.0075 -3.1241 -0.5362  C56 1.561, O58 1.375, H64 1.112, H65 1.072
58 O -0.7920 -4.4591 -0.2853  C57 1.375, C59 1.333
59 C -1.6848 -5.2010 -0.9406  O58 1.333, O60 1.214, O61 1.266
60 O -1.8412 -6.4007 -0.8422  C59 1.214
61 O -2.5241 -4.4512 -1.5202  C56 1.419, C59 1.266
62 H -2.0491 -2.7293 -2.3813  C56 0.984
63 H -3.0388 -2.4325 -0.9653  C56 1.129
64 H -1.1801 -2.5033 0.3705  C57 1.112
65 H -0.1379 -2.7165 -1.0124  C57 1.072
66 C -5.4916 0.3218 1.6218  C67 1.519, O71 1.334, H72 1.133, H73 1.080
67 C -4.8917 1.5557 2.2734  C66 1.519, O68 1.406, H74 1.084, H75 1.017
68 O -6.0786 2.2578 2.5484  C67 1.406, C69 1.342
69 C -7.1169 1.6587 1.9461  O68 1.342, O70 1.237, O71 1.338
70 O -8.2784 2.0839 1.9703  C69 1.237
71 O -6.7829 0.5103 1.3452  C66 1.334, C69 1.338
72 H -5.3116 -0.3645 2.5053  C66 1.133
73 H -4.9539 0.1567 0.6995  C66 1.080
74 H -4.3595 2.2152 1.5979  C67 1.084
75 H -4.4581 1.4665 3.1892  C67 1.017

Values from the calculation:
Orbital gap in eV: 8.78
Multiplicity: 1
E_HOMO in Eh: -0.3480